# 1
Computed, not measured: C18H25CuIN4O2S as an isolated structure in a non-equilibrium geometry, with ωB97M-V/def2-TZVPD.

The HOMO energy (alpha / beta) is -0.526 / -0.524 hartree. The strongest force on any atom comes out at 8.66 eV/A. The value obtained for the gap between HOMO and LUMO (alpha / beta) is 6.07 / 4.99 eV. For the total energy, the calculation gives -3405.4833 hartree. The LUMO energy (alpha / beta) comes out at -8.233 / -9.284 eV.

```
! wB97M-V def2-TZVPD RIJCOSX def2/J DEFGRID3
* xyz 2 2
C -1.48 -3.00 -4.12
C -0.95 -2.26 -2.72
C -0.85 -0.66 -3.07
I 0.56 -0.21 -4.73
C -0.53 0.32 -1.79
C 0.77 0.22 -0.79
C 1.89 -0.97 -0.97
C 1.89 -2.10 0.21
C 0.54 -3.03 0.29
O -0.71 -2.31 0.55
C -1.83 -3.21 0.85
C -3.16 -2.55 1.62
O -1.91 -4.51 0.54
C 0.95 1.35 0.43
C 2.23 1.38 1.47
C 3.36 2.39 0.76
N 4.27 3.11 1.49
C -0.18 2.57 0.65
C -0.04 3.74 1.81
C -0.28 3.22 3.34
N 0.84 3.84 4.20
C -1.52 2.67 -0.32
N -2.67 3.65 -0.29
S -3.80 3.20 -1.55
N -2.92 1.82 -2.24
C -1.62 1.53 -1.49
H -2.01 -4.03 -3.91
H -2.09 -2.28 -4.81
H -0.49 -3.27 -4.72
H -1.72 -2.54 -1.89
H 0.12 -2.71 -2.53
H -1.92 -0.35 -3.50
H 2.95 -0.42 -0.93
H 1.80 -1.40 -2.06
H 2.80 -2.83 -0.03
H 2.09 -1.69 1.29
H 0.41 -3.76 -0.64
H 0.70 -3.76 1.22
H -3.46 -3.15 2.59
H -4.06 -2.49 0.84
H -2.92 -1.43 1.90
H 1.99 1.83 2.53
H 2.77 0.35 1.61
H 3.36 2.39 -0.42
H 4.11 2.95 2.53
H -0.88 4.56 1.60
H 0.99 4.32 1.69
H -1.30 3.60 3.82
H -0.14 2.05 3.47
H 1.69 3.25 4.18
H 1.11 4.77 3.83
Cu 1.25 -4.17 -1.80
*
```

***

# 2
Computed, not measured: a 5-piece molecular cluster, C18H25FO15 overall in a non-equilibrium geometry, with ωB97M-V/def2-TZVPD.

The HOMO energy is -0.383 hartree. The strongest force on any atom comes out at 7.26 eV/A. The value obtained for the gap between HOMO and LUMO is 10.88 eV. For the total energy, the calculation gives -1929.2676 hartree. Its SMILES is O=C1OC[C@@H](F)O1.C[C@H]1COC(=O)O1.C[C@H]1COC(=O)O1.C[C@H]1COC(=O)O1.O=C1OCCO1. The LUMO energy comes out at 0.453 eV.

```
! wB97M-V def2-TZVPD RIJCOSX def2/J DEFGRID3
* xyz 0 1
O 0.31 -1.76 -5.74
C -0.65 -2.10 -5.11
O -1.51 -1.27 -4.35
C -2.10 -2.12 -3.40
C -2.05 -3.48 -4.02
F -3.07 -3.87 -4.81
O -1.00 -3.36 -4.97
H -1.49 -2.03 -2.50
H -3.13 -1.85 -3.14
H -1.91 -4.31 -3.33
C -0.32 -8.43 5.12
C -1.69 -8.85 4.58
C -2.86 -8.62 5.59
O -3.42 -7.45 5.09
C -3.04 -7.25 3.71
O -3.41 -6.30 3.04
O -2.08 -8.16 3.37
H -0.02 -9.14 5.89
H -0.26 -7.47 5.65
H 0.45 -8.56 4.36
H -1.48 -9.91 4.44
H -2.41 -8.56 6.58
H -3.70 -9.31 5.63
C -3.40 2.00 8.60
C -2.51 1.40 7.47
C -2.49 -0.02 7.11
O -2.15 -0.11 5.79
C -2.58 1.04 5.19
O -2.80 1.33 3.98
O -3.03 1.83 6.24
H -3.13 1.22 9.31
H -4.44 2.13 8.30
H -3.03 3.00 8.80
H -1.51 1.83 7.59
H -3.41 -0.55 7.34
H -1.69 -0.53 7.65
C -1.55 6.83 -2.87
C -1.56 8.06 -2.04
C -1.03 9.27 -2.75
O -2.06 10.15 -2.93
C -3.07 9.79 -2.23
O -3.98 10.56 -1.97
O -2.79 8.64 -1.66
H -2.09 6.03 -2.37
H -0.50 6.61 -3.08
H -2.17 6.88 -3.76
H -1.01 7.97 -1.11
H -0.63 8.94 -3.71
H -0.28 9.71 -2.09
O 10.43 3.74 -8.28
C 10.22 2.49 -8.32
O 11.03 1.63 -7.97
C 10.47 0.30 -7.87
C 9.16 0.42 -8.61
O 9.08 1.87 -8.63
H 11.19 -0.30 -8.42
H 10.49 0.21 -6.78
H 8.36 -0.10 -8.08
H 9.30 -0.12 -9.55
*
```

***

# 3
Computed, not measured: C18H25GeN8SZr as an isolated structure, with ωB97M-V/def2-TZVPD.

The HOMO energy is -0.571 hartree. The strongest force on any atom comes out at 0.87 eV/A. The value obtained for the gap between HOMO and LUMO is 4.94 eV. For the total energy, the calculation gives -3660.2444 hartree. The LUMO energy comes out at -10.586 eV.

```
! wB97M-V def2-TZVPD RIJCOSX def2/J DEFGRID3
* xyz 3 1
Zr -0.17 0.62 -0.45
N -2.62 -2.18 -0.17
C -1.46 -2.53 -0.73
N -1.33 -3.79 -1.08
C -0.17 -4.15 -1.63
N 0.00 -5.39 -2.03
N 0.89 -3.29 -1.80
C 0.71 -2.08 -1.40
N -0.46 -1.57 -0.85
C 1.92 -1.19 -1.51
C 3.08 -1.64 -2.11
C 4.19 -0.81 -2.14
C 4.13 0.46 -1.57
C 2.94 0.86 -1.00
N 1.85 0.05 -0.97
H -3.34 -2.89 -0.14
H -2.92 -1.22 -0.11
H -0.75 -6.06 -1.93
H 0.87 -5.68 -2.44
H 3.10 -2.63 -2.53
H 5.11 -1.15 -2.61
H 4.98 1.12 -1.56
H 2.83 1.84 -0.55
C -2.55 0.92 -1.57
Ge -1.47 2.59 -1.99
C -2.40 3.94 -2.97
C 0.06 1.72 -2.98
C -0.71 2.72 -0.19
H -3.51 1.10 -2.06
H -2.82 0.83 -0.50
H -2.23 -0.05 -1.97
H -2.70 3.52 -3.93
H -1.74 4.79 -3.14
H -3.27 4.27 -2.42
H -0.09 1.99 -4.03
H 0.09 0.62 -3.01
H 1.04 2.10 -2.69
H -1.48 3.00 0.52
H 0.13 3.42 -0.14
N -0.60 0.00 6.74
C 0.36 0.58 6.01
S 1.61 1.42 6.61
C 0.19 0.47 4.51
C 1.30 0.68 3.68
C 1.16 0.63 2.32
N -0.04 0.39 1.72
C -1.11 0.19 2.51
C -1.03 0.21 3.89
H -0.54 0.07 7.74
H -1.31 -0.60 6.36
H 2.26 0.90 4.14
H 2.01 0.78 1.68
H -2.06 0.01 2.03
H -1.95 0.07 4.45
*
```

***

# 4
Computed, not measured: an isolated molecule of C18H25N3O2 in a non-equilibrium geometry, with ωB97M-V/def2-TZVPD.

The HOMO energy is -0.317 hartree. The strongest force on any atom comes out at 1.21 eV/A. Its energy above the lowest of the compared OMol25 structures with the same formula, charge and spin is 331.42 kJ/mol. The value obtained for the gap between HOMO and LUMO is 9.33 eV. For the total energy, the calculation gives -1015.5993 hartree. Its SMILES is COCCCC1CCN(Cc2nc(-c3ccccc3)no2)CC1. The LUMO energy comes out at 0.715 eV.

```
! wB97M-V def2-TZVPD RIJCOSX def2/J DEFGRID3
* xyz 0 1
C 5.68 0.19 4.22
O 5.27 0.36 2.89
C 3.91 0.71 2.77
C 3.57 0.85 1.29
C 3.68 -0.47 0.51
C 2.36 -1.23 0.29
C 1.62 -1.57 1.58
C 0.36 -2.38 1.25
N -0.54 -1.70 0.34
C -1.29 -0.61 0.96
C -2.50 -0.31 0.14
N -2.57 0.42 -0.92
C -3.90 0.33 -1.27
C -4.46 1.00 -2.42
C -3.64 1.78 -3.24
C -4.18 2.43 -4.33
C -5.53 2.31 -4.62
C -6.35 1.53 -3.81
C -5.82 0.88 -2.71
N -4.58 -0.42 -0.44
O -3.67 -0.85 0.48
C 0.14 -1.32 -0.89
C 1.41 -0.49 -0.66
H 5.55 1.12 4.79
H 5.11 -0.60 4.71
H 6.73 -0.08 4.19
H 3.28 -0.06 3.24
H 3.72 1.66 3.29
H 4.27 1.57 0.87
H 2.57 1.28 1.20
H 4.10 -0.26 -0.47
H 4.38 -1.11 1.04
H 2.63 -2.18 -0.20
H 2.26 -2.16 2.24
H 1.33 -0.66 2.10
H -0.19 -2.63 2.16
H 0.65 -3.31 0.75
H -1.62 -0.93 1.95
H -0.71 0.32 1.06
H -2.59 1.86 -3.00
H -3.55 3.03 -4.97
H -5.95 2.81 -5.48
H -7.40 1.44 -4.03
H -6.44 0.28 -2.07
H -0.56 -0.76 -1.51
H 0.40 -2.25 -1.40
H 1.14 0.48 -0.24
H 1.90 -0.31 -1.62
*
```

***

# 5
Computed, not measured: an isolated molecule of C18H25N3O2, with ωB97M-V/def2-TZVPD.

The HOMO energy is -0.334 hartree. The strongest force on any atom comes out at 0.56 eV/A. Its energy above the lowest of the compared OMol25 structures with the same formula, charge and spin is 114.75 kJ/mol. The value obtained for the gap between HOMO and LUMO is 9.64 eV. For the total energy, the calculation gives -1015.6818 hartree. Its SMILES is O=C(CCC1CCCC1)N1CCN(C(=O)c2cccnc2)CC1. The LUMO energy comes out at 0.547 eV.

```
! wB97M-V def2-TZVPD RIJCOSX def2/J DEFGRID3
* xyz 0 1
O -2.20 -2.57 0.10
C -1.51 -1.81 0.75
C -2.12 -0.87 1.79
C -2.25 0.57 1.27
C -2.92 0.64 -0.10
C -4.34 0.06 -0.11
C -5.06 0.86 -1.19
C -4.55 2.28 -0.95
C -3.07 2.10 -0.60
N -0.16 -1.78 0.59
C 0.80 -0.91 1.22
C 1.44 0.02 0.17
N 2.03 -0.78 -0.88
C 3.36 -0.96 -1.08
O 3.80 -1.83 -1.82
C 4.28 0.00 -0.40
C 5.32 -0.47 0.39
C 6.21 0.44 0.94
C 6.02 1.79 0.67
N 5.06 2.24 -0.11
C 4.22 1.38 -0.64
C 1.09 -1.69 -1.50
C 0.45 -2.59 -0.45
H -3.11 -1.27 1.99
H -1.55 -0.90 2.72
H -1.27 1.04 1.21
H -2.85 1.13 2.00
H -2.31 0.08 -0.81
H -4.33 -1.01 -0.30
H -4.82 0.24 0.85
H -6.14 0.78 -1.13
H -4.74 0.51 -2.18
H -5.09 2.71 -0.10
H -4.70 2.93 -1.81
H -2.45 2.26 -1.48
H -2.75 2.81 0.16
H 0.34 -0.31 2.00
H 1.59 -1.52 1.67
H 2.20 0.65 0.64
H 0.67 0.66 -0.27
H 5.42 -1.53 0.57
H 7.02 0.11 1.57
H 6.68 2.54 1.08
H 3.46 1.79 -1.29
H 1.63 -2.28 -2.24
H 0.32 -1.10 -2.01
H -0.34 -3.21 -0.90
H 1.21 -3.24 0.00
*
```

***

# 6
Computed, not measured: an isolated molecule of C18H25N3O3, with ωB97M-V/def2-TZVPD.

The HOMO energy is -0.278 hartree. The strongest force on any atom comes out at 0.66 eV/A. Its energy above the lowest of the compared OMol25 structures with the same formula, charge and spin is 105.29 kJ/mol. The value obtained for the gap between HOMO and LUMO is 8.27 eV. For the total energy, the calculation gives -1090.9362 hartree. Its SMILES is CCOC(=O)C1=C(C)NC(=O)N[C@H]1c1ccc(N(CC)CC)cc1. The LUMO energy comes out at 0.697 eV.

```
! wB97M-V def2-TZVPD RIJCOSX def2/J DEFGRID3
* xyz 0 1
C -2.41 -3.86 0.18
C -3.71 -3.11 -0.05
O -3.58 -1.72 0.24
C -3.02 -0.96 -0.73
O -2.69 -1.42 -1.80
C -2.86 0.45 -0.37
C -3.36 1.06 0.73
C -4.12 0.40 1.83
N -3.17 2.41 0.87
C -2.78 3.27 -0.15
O -2.84 4.47 -0.01
N -2.40 2.65 -1.29
C -2.04 1.25 -1.36
C -0.56 1.01 -1.08
C 0.13 1.75 -0.13
C 1.46 1.50 0.14
C 2.16 0.49 -0.53
N 3.52 0.26 -0.33
C 4.29 1.27 0.37
C 5.77 1.20 0.04
C 3.93 -1.12 -0.14
C 3.62 -1.65 1.26
C 1.45 -0.25 -1.49
C 0.12 0.01 -1.76
H -2.56 -4.92 0.00
H -1.65 -3.49 -0.51
H -2.06 -3.71 1.20
H -4.50 -3.46 0.62
H -4.04 -3.23 -1.09
H -4.98 -0.13 1.42
H -3.50 -0.34 2.33
H -4.46 1.13 2.56
H -3.54 2.88 1.69
H -2.05 3.25 -2.01
H -2.26 0.88 -2.37
H -0.37 2.54 0.41
H 1.94 2.09 0.90
H 3.91 2.24 0.03
H 4.15 1.22 1.46
H 5.92 1.11 -1.04
H 6.26 2.11 0.38
H 6.26 0.36 0.53
H 3.43 -1.75 -0.87
H 5.01 -1.19 -0.33
H 2.55 -1.55 1.47
H 3.89 -2.70 1.33
H 4.17 -1.10 2.02
H 1.95 -1.02 -2.05
H -0.40 -0.58 -2.49
*
```

***

> Look up the strongest force on any atom of the third one.

0.87 eV/A

***

> Which value of strongest force on any atom does entry 3 give?

0.87 eV/A